The following is a quantum chemistry calculation of a structure of composition C25H41BINO26Si2 at a distorted geometry, from the OMol25 dataset.

Each line ends with the Mulliken charge.
Geometry (Å):
C  0.7293  -2.7451  0.2125  -0.630
B  1.0890  -1.4302  1.1484  0.454
O  1.2111  -1.6496  2.6198  -0.471
Si  1.2901  0.3121  0.3086  0.161
C  0.7929  1.6138  1.6838  -0.431
O  0.1537  2.7584  1.0164  0.075
N  0.9640  3.8313  0.9978  0.004
O  0.4228  4.6035  0.1889  -0.317
O  2.8788  0.6023  -0.3891  -0.246
Si  2.6495  1.7665  -1.6876  0.364
I  4.4915  3.4397  -1.8973  -0.231
C  2.4425  0.9674  -3.4304  -0.520
C  0.9340  0.3897  -3.7471  0.176
O  0.9958  -1.0970  -3.6724  -0.447
H  1.6872  -3.3883  -0.0020  0.295
H  0.2665  -2.3098  -0.7945  0.019
H  -0.0634  -3.4293  0.7855  0.231
H  0.2735  -1.4802  2.9674  0.300
H  0.2383  0.4248  -0.7195  -0.050
H  -0.0596  1.0767  2.3161  0.187
H  1.6855  1.9076  2.3813  0.378
H  1.4385  2.5190  -1.3890  -0.130
H  2.6965  1.8266  -4.2194  0.248
H  3.2045  0.1002  -3.6574  0.313
H  0.4950  0.7702  -4.7662  0.142
H  0.2320  0.7641  -2.8730  -0.019
H  0.9414  -1.3630  -2.7066  0.162
C  -2.0362  5.6506  2.1913  0.150
C  -1.3559  6.3143  3.3444  -0.385
O  -2.4046  7.0231  3.9769  -0.332
C  -3.5692  6.3993  3.6330  0.568
O  -4.6543  6.6412  4.1348  -0.554
O  -3.3608  5.4694  2.6556  -0.287
H  -1.5803  4.6903  1.9354  -0.035
H  -2.0583  6.2836  1.2980  0.233
H  -0.9378  5.5931  4.0546  0.292
H  -0.5644  6.9971  3.0237  0.317
C  -0.7169  -4.4376  -5.9488  -0.279
C  0.4274  -5.1497  -5.3032  0.044
O  0.4278  -4.6364  -3.9846  -0.311
C  -0.8371  -4.1893  -3.7323  0.603
O  -1.2378  -3.8394  -2.6347  -0.574
O  -1.5949  -4.1859  -4.8677  -0.338
H  -1.2078  -5.0459  -6.7134  0.309
H  -0.4183  -3.4817  -6.3917  0.256
H  0.2752  -6.2334  -5.2609  0.221
H  1.3794  -4.9436  -5.8001  0.082
C  3.6776  -6.1819  -9.7807  -0.309
C  4.3579  -5.5182  -8.6275  -0.292
O  3.3092  -4.8094  -7.9951  -0.283
C  2.1446  -5.4332  -8.3390  0.578
O  1.0596  -5.1913  -7.8372  -0.506
O  2.3530  -6.3631  -9.3164  -0.292
H  4.1335  -7.1422  -10.0365  0.291
H  3.6555  -5.5489  -10.6740  0.265
H  4.7760  -6.2394  -7.9174  0.264
H  5.1494  -4.8354  -8.9483  0.275
C  3.0168  -1.0778  6.1951  -0.003
C  3.3958  -1.2553  4.7606  0.265
O  4.4789  -0.3596  4.5969  -0.295
C  5.0227  -0.1641  5.8338  0.652
O  6.0753  0.4167  6.0394  -0.574
O  4.2356  -0.7040  6.8097  -0.317
H  2.6246  -1.9969  6.6390  -0.044
H  2.2874  -0.2737  6.3386  0.281
H  3.7409  -2.2714  4.5420  0.181
H  2.5780  -1.0036  4.0798  -0.122
C  -1.1635  3.4552  -6.0688  -0.348
C  -2.4539  3.9795  -5.5274  -0.372
O  -2.7164  3.1269  -4.4291  -0.322
C  -1.5165  2.6117  -4.0309  0.606
O  -1.3478  1.9713  -3.0067  -0.568
O  -0.5306  2.9075  -4.9276  -0.223
H  -0.5480  4.2421  -6.5133  0.293
H  -1.3119  2.6597  -6.8066  0.279
H  -2.3672  5.0087  -5.1635  0.264
H  -3.2639  3.9287  -6.2602  0.301
C  2.1787  -4.5964  9.6390  -0.317
C  1.4947  -3.3269  10.0307  -0.291
O  0.8683  -2.9115  8.8319  -0.315
C  0.7002  -4.0279  8.0644  0.700
O  0.0413  -4.0656  7.0386  -0.562
O  1.3643  -5.0960  8.5949  -0.312
H  2.2333  -5.3118  10.4642  0.293
H  3.1875  -4.4249  9.2492  0.268
H  0.7263  -3.4846  10.7950  0.280
H  2.1974  -2.5676  10.3846  0.288
C  -7.5631  5.0351  2.4491  -0.307
C  -6.9525  4.7412  3.7810  -0.019
O  -8.0680  4.4018  4.5826  -0.329
C  -9.0506  3.9764  3.7358  0.597
O  -10.0892  3.4480  4.0961  -0.553
O  -8.7190  4.2185  2.4339  -0.325
H  -6.8972  4.7798  1.6203  0.273
H  -7.8687  6.0820  2.3510  0.266
H  -6.2678  3.8871  3.7477  0.186
H  -6.4245  5.6040  4.1962  0.259

Forces on atoms 1 to 6 (eV/Å):
C -0.599 0.510 0.145
B 0.302 -3.718 1.578
O -2.507 1.091 -2.007
Si 1.614 1.656 0.200
C -0.183 -1.173 0.991
O 0.974 -1.263 1.483

- spin multiplicity = 1
- total charge = 0
- LUMO energy (Ha) = -0.0192

***

The following is a quantum chemistry calculation of a structure of composition C25H41BrN2P2Ti at a distorted geometry, from the OMol25 dataset.

Each line ends with the Löwdin spin population.
Geometry (Å):
C  -0.0499  -4.3045  5.9970  0.000
C  0.8585  -3.5282  5.2501  -0.002
C  2.2282  -3.8418  5.3632  0.000
C  2.6112  -4.9088  6.1931  0.000
N  1.7312  -5.6296  6.8948  0.001
C  0.4372  -5.3513  6.7952  0.000
C  0.3891  -2.4279  4.4170  -0.011
C  -0.1303  -1.4317  3.9166  0.000
C  -0.6938  -0.3402  3.2628  -0.016
C  -1.0404  -0.7046  1.9533  0.046
C  -0.4200  0.1711  1.0436  -0.007
C  -0.5706  1.6111  1.4340  0.003
C  -0.4835  2.0153  2.7521  -0.013
C  -0.4894  0.9868  3.6814  0.018
Ti  -1.3858  1.0480  -0.3317  0.886
P  -1.5401  -0.2408  -2.5259  0.023
H  2.9926  -3.2670  4.8478  0.000
H  -1.1180  -4.0947  5.9864  0.000
H  3.6653  -5.1874  6.2912  0.000
H  -0.2519  -5.9713  7.3671  0.000
H  -0.2759  1.1942  4.7310  0.001
H  -1.2529  -1.7345  1.6762  0.002
H  -0.4047  3.0630  3.0678  0.000
H  0.1337  -0.1739  0.1163  0.013
C  -1.8441  0.9560  -3.9022  0.001
C  -1.1093  0.6722  -5.2072  0.000
H  -1.6048  1.9684  -3.5478  0.001
H  -2.9311  0.9381  -4.0568  0.000
H  -1.4813  1.3607  -5.9803  0.000
H  -0.0255  0.8405  -5.1213  0.000
H  -1.2771  -0.3513  -5.5794  0.000
C  -0.0762  -1.2556  -2.9554  0.001
C  0.1230  -2.4401  -2.0103  0.001
H  0.8019  -0.5957  -2.9332  0.001
H  -0.1929  -1.5658  -4.0024  0.000
H  1.1527  -2.8105  -2.1285  0.000
H  -0.0080  -2.1585  -0.9570  0.001
H  -0.5591  -3.2721  -2.2333  0.000
C  -2.9202  -1.4346  -2.7685  0.009
C  -2.8528  -2.2334  -4.0692  0.002
H  -3.8552  -0.8505  -2.7493  0.000
H  -2.9388  -2.1040  -1.8918  0.000
H  -3.5823  -3.0467  -4.0140  0.001
H  -3.1202  -1.6132  -4.9319  0.000
H  -1.8733  -2.6921  -4.2568  0.000
Br  -2.3578  3.3529  0.6014  0.080
P  1.8399  2.7491  -0.7845  0.559
C  1.3756  1.6379  -2.1208  0.088
C  2.1323  1.9853  -3.4238  0.027
H  0.2695  1.7052  -2.2826  0.015
H  1.6581  0.6227  -1.7907  0.004
H  1.9391  1.2403  -4.2087  0.001
H  1.8377  2.9681  -3.8172  0.001
H  3.2170  2.0097  -3.2487  0.004
C  0.6290  4.0480  -0.5260  0.088
C  1.2347  5.3742  -0.0419  0.015
H  -0.0700  3.6524  0.2333  0.019
H  0.0587  4.2033  -1.4544  0.000
H  0.4422  6.1249  0.0720  0.000
H  1.7324  5.2634  0.9262  0.000
H  1.9618  5.7577  -0.7673  0.003
C  2.2346  1.8160  0.7361  0.082
C  3.7255  1.4992  0.9147  0.016
H  1.6735  0.8737  0.7029  0.013
H  1.8406  2.3933  1.5865  0.001
H  3.8722  0.9644  1.8593  0.000
H  4.0977  0.8603  0.1095  0.001
H  4.3265  2.4111  0.9475  0.002
N  -3.3541  0.3814  0.1438  0.013
H  -3.9151  1.1991  0.4070  0.002
H  -3.8416  -0.1132  -0.6072  0.005
H  -3.3249  -0.2434  0.9502  0.001

Forces on atoms 1 to 6 (eV/Å):
C 0.124 0.002 -0.015
C 0.320 -0.298 0.094
C -0.185 -0.311 0.250
C -0.546 0.447 -0.203
N 0.346 -0.182 -0.134
C 0.025 0.749 -0.525

- spin multiplicity = 3
- energy above the lowest of the compared OMol25 structures with the same formula, charge and spin (kJ/mol) = 310.8
- total charge = +2
- LUMO energy (alpha / beta) (Ha) = -0.2572 / -0.3171

***

The following is a quantum chemistry calculation of a structure of composition C25H41Cl3GaN3O3Si at a distorted geometry, from the OMol25 dataset.

Each line ends with the Mulliken charge.
Geometry (Å):
C  2.8396  0.5759  -3.5902  -1.258
C  3.8383  -0.3196  -2.9310  0.237
H  3.2915  1.5293  -3.8841  0.381
H  1.9857  0.7878  -2.9294  0.128
H  2.4397  0.0948  -4.4987  0.266
C  5.1669  -0.1867  -3.0573  0.142
C  5.8426  0.8047  -3.9393  -1.433
H  5.8371  -0.8495  -2.5106  0.292
H  5.3732  1.7951  -3.8978  0.357
H  5.8569  0.4843  -4.9908  0.274
H  6.8922  0.9109  -3.6336  0.367
Ga  -3.2333  1.4497  -0.3448  0.680
Cl  -5.0960  0.3830  -0.8437  -0.433
Cl  -1.7097  1.2243  -1.9539  -0.329
C  -2.8038  -1.2275  0.6165  0.002
O  -2.6743  -0.0042  0.9558  -0.147
N  -2.4662  -2.2285  1.4211  0.313
C  -1.9527  -1.9706  2.7666  -0.973
C  -2.3697  -3.5991  0.9246  -0.826
H  -3.2121  -1.5180  -0.3634  0.410
H  -2.4083  -1.0640  3.1720  0.249
H  -0.8574  -1.8686  2.7441  0.164
H  -2.2124  -2.8365  3.3815  0.515
H  -3.0105  -3.7047  0.0412  0.322
H  -2.6969  -4.2845  1.7140  0.320
H  -1.3338  -3.8528  0.6555  0.267
H  -1.5583  5.3355  -1.1315  0.324
H  -0.2276  3.1386  -0.4061  0.265
C  -1.6935  5.5757  -0.0638  -0.936
C  -0.2309  3.6763  0.5544  -0.960
N  -1.5006  4.3681  0.7333  0.304
H  -2.7055  5.9551  0.1020  0.337
C  -2.5439  3.7102  1.2428  -0.215
O  -2.6032  2.4347  1.3076  -0.356
H  -0.0587  2.9619  1.3668  0.317
H  -3.3857  4.3268  1.6016  0.310
H  -0.9504  6.3221  0.2363  0.324
H  0.5627  4.4300  0.5468  0.379
O  2.7766  -0.6523  -0.8701  -0.156
C  3.2310  -1.3619  -2.0154  0.171
C  5.1338  -2.4381  -0.6683  -0.020
C  4.1734  -2.5180  -1.6846  0.260
H  5.1715  -1.5527  -0.0245  0.514
C  6.0550  -3.4880  -0.5044  -0.813
H  2.3501  -1.7705  -2.5296  0.402
C  4.1297  -3.6464  -2.5154  -0.445
H  6.7966  -3.4290  0.2988  0.385
C  6.0323  -4.5961  -1.3629  -0.423
C  5.0629  -4.6746  -2.3651  -0.650
H  3.3679  -3.6820  -3.2917  0.400
H  6.7535  -5.4063  -1.2366  0.374
H  5.0241  -5.5391  -3.0338  0.377
Si  1.7702  -0.9214  0.4266  -0.328
Cl  -3.9749  3.5116  -1.1614  -0.480
C  2.7370  -0.3740  1.9171  -1.041
C  1.3454  -2.7367  0.5763  -0.983
C  0.3137  0.1861  0.1802  -0.481
H  3.7083  -0.8789  1.9440  0.294
H  2.1896  -0.6083  2.8373  0.341
H  2.9093  0.7076  1.8788  0.311
H  0.6391  1.1692  -0.1793  0.078
H  -0.2969  0.3274  1.0844  0.345
H  -0.3309  -0.2233  -0.6095  0.051
H  2.2718  -3.3276  0.6223  0.342
H  0.7498  -3.1081  -0.2686  0.326
H  0.7814  -2.9379  1.4995  0.473
C  -7.7191  2.0763  3.5370  -0.135
C  -7.3158  0.7975  3.1464  -0.776
C  -6.2679  0.6727  2.2157  -0.041
N  -5.6596  1.7381  1.7124  0.104
C  -6.0748  2.9590  2.0188  -0.124
C  -7.0986  3.1828  2.9605  -0.918
H  -8.5168  2.2053  4.2670  0.366
H  -7.7790  -0.1097  3.5243  0.352
H  -5.9230  -0.2971  1.8549  0.368
H  -5.5800  3.7787  1.4994  0.439
H  -7.3680  4.2061  3.2052  0.364

Forces on atoms 1 to 6 (eV/Å):
C -0.246 0.157 -0.305
C 0.890 -0.071 0.274
H -0.176 -0.182 -0.002
H 0.270 -0.108 -0.125
H 0.061 0.183 0.209
C -0.682 -0.311 0.006

- spin multiplicity = 1
- energy above the lowest of the compared OMol25 structures with the same formula, charge and spin (kJ/mol) = 0.0
- total charge = 0
- LUMO energy (Ha) = 0.0143

***

Molecular weight for every record listed, in sequence, given in g/mol: 965.47; 559.34; 635.79.
DFT total energy for every record listed, in sequence, given in eV: -105845.0826; -141284.5898; -135030.0747.